(1)
Density functional theory data (ωB97M-V/def2-TZVPD) for C33H53BaN4O2P2 as an isolated structure.

ORCA input file:
```
! RIJCOSX wB97M-V def2-TZVPD def2/J DEFGRID3
* xyz 1 1
Ba 0.210 0.074 1.111
P 2.675 -1.354 0.231
P -2.600 -0.284 0.008
O -1.016 -2.645 3.989
O 0.393 1.814 2.722
N 1.195 3.420 3.985
N 0.271 1.401 -1.167
N -0.152 -1.781 -1.196
N -0.514 2.046 4.810
C -3.394 1.473 0.250
C -0.824 -2.229 2.925
C -4.839 1.427 -0.237
C 0.414 1.967 -2.192
C 0.778 -2.784 -1.326
C 3.492 -1.605 1.957
C -3.603 -1.789 0.604
C -1.235 -1.766 -1.993
C -2.611 2.531 -0.549
C 3.553 1.256 -0.549
C 3.595 -0.223 -0.987
C 0.939 4.428 -5.559
C -1.437 0.898 4.695
C 0.993 2.230 -4.559
C 2.926 -0.394 -2.369
C 0.376 4.185 -3.224
C -1.430 -2.722 -2.985
C -2.304 -0.643 -1.789
C 1.166 3.058 -5.668
C 0.548 4.994 -4.347
C -0.564 -3.808 -3.081
C 5.035 -0.732 -1.053
C -3.995 -1.537 2.065
C -2.721 -3.043 0.506
C 2.472 -2.092 3.000
C 0.518 -3.849 -2.216
C -4.809 -1.977 -0.307
C 4.504 -2.715 1.679
C 0.332 2.397 3.826
C 2.042 -2.755 -0.610
C -3.313 1.854 1.737
C 4.115 -0.294 2.467
C 0.590 2.793 -3.330
H -4.504 -2.180 -1.342
H 4.551 -0.457 3.461
H -2.281 1.913 2.105
H 1.865 -2.931 2.651
H -2.472 1.228 4.852
H 2.543 1.630 -0.349
H 3.369 0.503 2.596
H -1.402 0.398 3.717
H 3.021 -2.442 3.885
H 1.721 3.569 3.135
H 1.146 1.148 -4.572
H 1.842 -0.254 -2.292
H 1.236 4.056 4.771
H -1.905 0.280 -2.237
H 5.588 -0.541 -0.128
H 1.814 -1.296 3.375
H -0.733 -4.583 -3.827
H -3.873 1.182 2.394
H -2.276 -2.592 -3.658
H -2.505 -3.316 -0.532
H -0.459 2.576 5.658
H -4.464 -2.434 2.483
H 1.066 5.059 -6.428
H -3.119 -1.334 2.692
H 0.082 4.566 -2.242
H 0.367 6.060 -4.242
H 5.074 -1.807 -1.267
H -3.084 3.518 -0.410
H 5.062 -2.967 2.594
H -1.765 -2.900 1.022
H 1.472 2.593 -6.601
H -3.733 2.858 1.874
H -5.480 -1.113 -0.313
H 1.242 -4.655 -2.213
H -3.231 -0.866 -2.349
H -4.708 -0.716 2.185
H 4.168 1.458 0.333
H 3.991 -3.628 1.345
H -1.213 0.125 5.439
H -2.587 2.320 -1.626
H -3.233 -3.890 0.985
H 3.307 0.353 -3.086
H -5.484 0.810 0.399
H -5.276 2.437 -0.221
H 3.116 -1.398 -2.779
H -4.916 1.068 -1.271
H 3.946 1.866 -1.373
H 4.917 0.101 1.836
H 2.574 -3.719 -0.578
H -1.571 2.636 -0.212
H -5.388 -2.849 0.035
H 5.573 -0.215 -1.861
H 5.241 -2.448 0.911
*
```

Properties
HOMO energy: -7.706 eV
E: -2366.79071 a.u.
Relative energy (zero: lowest compared OMol25 entry of this formula, charge and spin): 0.0 kJ/mol

(2)
Density functional theory data (ωB97M-V/def2-TZVPD) for C33H53CrN2O2P2S as an isolated structure.

ORCA input file:
```
! RIJCOSX wB97M-V def2-TZVPD def2/J DEFGRID3
* xyz 1 5
Cr 0.091 0.272 0.179
S 0.833 4.177 3.130
P 2.384 0.831 -0.183
P -2.473 -0.647 0.147
O 0.261 -0.042 3.214
O 0.544 3.193 2.026
N 0.114 -1.589 -0.150
N -0.058 0.523 -1.813
C -5.079 -2.094 0.421
C 0.073 3.494 4.610
C -2.918 -3.218 1.102
C 3.715 0.260 2.189
C -0.314 0.607 -4.548
C 0.955 0.519 -3.963
C -1.301 0.256 -2.367
C -4.627 1.200 0.368
C -2.331 -0.313 -1.574
C -0.407 -4.097 -2.655
C -3.677 0.186 2.511
C 5.086 -0.050 0.104
C 3.960 2.611 -1.828
C -0.520 -2.336 -0.872
C 0.840 -5.788 -0.778
C 2.995 2.572 -0.624
C -0.010 -5.386 -3.015
C -3.585 -2.270 0.094
C 3.695 3.202 0.590
C 0.630 -6.222 -2.091
C -3.550 -2.873 -1.317
C 0.415 -4.518 -0.401
C 3.282 -1.675 0.659
C -0.232 5.599 2.822
C -0.220 -3.673 -1.328
C 3.684 -0.190 0.720
C 2.338 0.067 -1.868
C -3.373 0.737 1.106
C -1.440 0.470 -3.758
C 1.046 0.422 -2.583
C -2.397 1.913 1.265
C 1.743 3.383 -0.993
C 0.226 0.152 2.056
H -5.014 2.096 0.876
H 2.731 0.184 2.665
H -0.293 5.760 1.740
H 2.436 -1.026 -1.743
H 3.460 2.350 -2.770
H -1.226 5.414 3.245
H 5.114 -0.399 -0.939
H 1.046 3.458 -0.146
H 1.874 0.507 -4.539
H -0.189 -5.735 -4.031
H 4.074 1.289 2.302
H 5.762 -0.697 0.687
H 0.901 3.215 5.273
H -0.512 2.610 4.341
H -4.241 0.944 3.072
H 2.242 -1.849 0.960
H 4.666 2.732 0.801
H 1.335 -6.429 -0.047
H -2.099 2.359 0.307
H -5.429 0.454 0.367
H 4.413 -0.397 2.727
H 0.987 -7.208 -2.398
H -5.542 -3.096 0.391
H -4.270 -0.735 2.515
H 0.578 -4.161 0.621
H 3.943 -2.237 1.338
H -3.316 -0.247 -2.058
H -2.876 2.688 1.881
H 2.056 4.399 -1.279
H -2.880 -2.788 2.112
H 5.490 0.969 0.157
H 3.063 3.169 1.486
H -2.749 -0.025 3.059
H -3.908 -3.915 -1.282
H -5.588 -1.492 -0.345
H 0.238 6.464 3.302
H -1.481 1.607 1.797
H 3.895 4.261 0.362
H -0.405 0.728 -5.626
H 1.219 2.944 -1.851
H -4.203 -2.318 -2.005
H -0.539 4.263 5.089
H -2.545 -2.883 -1.746
H 3.413 -2.091 -0.349
H 4.319 3.647 -1.933
H -1.896 -3.474 0.800
H -5.290 -1.681 1.413
H -4.408 1.476 -0.671
H -3.493 -4.154 1.164
H -2.445 0.451 -4.172
H 4.839 1.968 -1.690
H -0.859 -3.405 -3.369
H 3.204 0.373 -2.466
*
```

Properties
HOMO energy (spin up / spin down): -9.324 / -9.371 eV
E: -3674.28217 a.u.
Expectation value of S²: 6.081

(3)
Density functional theory data (ωB97M-V/def2-TZVPD) for C33H53N2O2P2Re as an isolated structure.

ORCA input file:
```
! RIJCOSX wB97M-V def2-TZVPD def2/J DEFGRID3
* xyz 3 4
Re 0.116 -0.077 0.864
P -0.084 -2.484 0.928
P 0.703 2.116 0.005
O 2.277 -0.014 3.095
O -1.190 0.740 2.143
N -1.153 0.165 -0.862
N 1.477 -0.687 -0.754
C -0.789 1.062 -4.417
C 3.473 1.712 0.258
C 1.663 -2.876 0.324
C -0.926 3.880 -1.582
C -1.050 -4.800 -0.582
C 2.440 2.862 0.308
C 3.090 -1.406 -2.907
C 2.875 -2.302 -1.848
C 0.095 -4.941 2.440
C -0.688 0.795 -1.875
C 1.501 -0.099 2.208
C -1.901 3.101 0.605
C -0.194 -3.432 2.588
C 2.844 3.907 -0.751
C -1.370 0.171 3.403
C -1.049 -2.570 -1.697
C -1.261 -3.293 -0.349
C -1.540 1.176 -5.595
C -0.604 3.534 -0.114
C 2.448 -0.167 -2.897
C -3.585 1.032 -4.301
C 2.494 3.464 1.731
C 0.767 1.394 -1.756
C -2.702 -3.005 0.129
C -2.837 0.914 -3.128
C -2.940 1.164 -5.543
C 0.851 -2.843 3.555
C 1.637 0.176 -1.802
C -1.424 0.930 -3.163
C -0.872 1.026 4.585
C -0.097 4.789 0.629
C -1.589 -3.194 3.203
C 2.042 -1.928 -0.787
H -3.029 -3.694 0.923
H -2.452 -0.032 3.548
H -4.680 1.023 -4.251
H 0.749 -5.258 3.274
H 0.848 5.182 0.223
H 3.099 0.799 0.743
H -0.859 5.582 0.521
H -2.705 3.796 0.297
H 3.331 -3.296 -1.850
H 0.635 -5.158 1.503
H 0.304 1.069 -4.483
H 1.857 -2.790 3.110
H -1.027 1.274 -6.558
H -1.265 -5.405 0.313
H 1.668 3.084 2.351
H -1.419 1.992 4.614
H 1.816 -3.922 0.010
H 3.056 4.896 -0.316
H -1.321 4.912 -1.626
H 2.563 0.539 -3.724
H -3.527 1.255 -6.464
H -0.856 -0.716 3.408
H -1.745 -5.130 -1.377
H -2.015 -2.234 2.865
H 2.296 -2.689 1.212
H -0.914 -3.277 -2.533
H 2.064 4.025 -1.523
H 1.045 2.115 -2.539
H -0.713 1.583 2.320
H -3.391 -3.126 -0.729
H -1.951 -1.966 -1.911
H -2.301 -4.001 2.964
H -0.190 -1.885 -1.652
H -2.772 -1.966 0.494
H 2.462 4.562 1.734
H -1.489 -3.151 4.303
H -3.315 0.805 -2.149
H 3.773 1.469 -0.773
H 3.737 -1.687 -3.744
H -2.208 2.075 0.359
H 0.910 -3.501 4.443
H 4.378 2.041 0.802
H 3.443 3.154 2.206
H -0.026 -5.028 -0.926
H -1.702 3.214 -1.993
H -1.048 0.485 5.539
H -0.041 3.833 -2.236
H 3.765 3.564 -1.259
H -0.810 -5.563 2.472
H 0.031 4.595 1.707
H -1.790 3.167 1.698
H 0.569 -1.832 3.887
H 0.216 1.228 4.489
*
```

Properties
HOMO energy (spin up / spin down): -17.222 / -17.109 eV
E: -2309.23348 a.u.
Expectation value of S²: 3.773
Relative energy (zero: lowest compared OMol25 entry of this formula, charge and spin): 89.3 kJ/mol